Record 1
{
  "formula": "C32H26Cl4N4O2RhS4",
  "method": "the ωB97M-V functional and the def2-TZVPD basis",
  "elements": ["H", "N", "H", "S", "H", "C", "Rh", "C", "C", "C", "H", "H", "Cl", "N", "C", "C", "H", "O", "C", "H", "H", "C", "H", "C", "C", "C", "C", "H", "H", "H", "N", "H", "C", "H", "C", "C", "C", "C", "H", "C", "C", "C", "C", "H", "C", "Cl", "C", "O", "Cl", "H", "H", "H", "H", "H", "C", "S", "H", "C", "S", "C", "H", "C", "N", "S", "H", "C", "Cl", "C", "C", "H", "H", "C", "C"],
  "coordinates": [[2.991, -3.423, 0.170], [0.297, 0.590, -3.048], [3.187, -4.273, -1.359], [4.511, -1.693, -1.921], [-2.332, 1.634, -2.878], [2.884, -2.191, -1.554], [-0.478, -1.322, -1.619], [2.952, -0.364, 3.244], [2.642, -3.474, -0.861], [-4.305, 2.060, 1.489], [4.888, 0.527, 3.081], [0.424, 2.211, 2.689], [-1.784, -0.986, -6.477], [-1.267, 1.717, 1.558], [-0.205, -3.183, -6.450], [-3.318, 3.027, 1.639], [-2.112, 2.625, -0.087], [-1.381, -1.382, -3.540], [-1.096, 0.536, 0.923], [-1.365, 3.733, 1.089], [2.999, 2.139, -4.201], [-4.813, 4.326, 2.998], [-4.102, 1.181, 0.892], [-1.850, 1.555, -3.850], [0.594, -4.256, -4.420], [3.327, -0.215, 5.982], [-0.382, 1.473, -3.713], [-2.814, 4.916, 2.516], [1.389, -1.099, 6.149], [-5.010, 5.212, 3.581], [1.994, -1.336, -1.949], [-1.695, 0.343, 3.875], [4.318, 0.230, 5.124], [0.972, -2.252, 2.813], [2.015, 1.803, -3.954], [-0.620, 1.900, 2.837], [4.122, 0.169, 3.753], [-0.039, -3.274, -3.635], [-6.757, 3.492, 3.313], [0.533, -4.200, -5.804], [1.650, 0.737, -3.179], [2.154, -0.747, 5.472], [-5.794, 3.362, 2.844], [-6.302, 1.476, 1.967], [2.531, -0.252, -2.590], [1.487, -5.485, -3.619], [-1.975, 2.832, 0.976], [0.023, -3.211, -2.364], [-0.227, -3.121, -8.157], [-0.084, 0.693, 4.544], [0.113, -1.899, 4.328], [5.242, 0.622, 5.520], [3.470, -0.155, 7.050], [-2.217, 0.635, -4.308], [-0.400, -0.515, 1.524], [-1.746, 0.312, -0.682], [1.582, -3.712, -0.870], [0.714, -1.464, 3.523], [0.631, 2.619, -4.541], [-0.822, -2.236, -4.297], [4.557, 0.439, -3.102], [-0.891, -2.234, -5.706], [-0.076, -0.471, 2.834], [0.074, -1.868, 0.533], [-1.147, 2.681, 3.389], [1.968, -0.846, 4.099], [1.376, -5.352, -6.740], [3.896, -0.277, -2.660], [-0.657, 0.592, 3.622], [-2.127, 2.404, -4.469], [2.797, -0.419, 2.175], [-5.538, 2.227, 2.091], [-3.576, 4.158, 2.400]],
  "total_charge": 1,
  "energy_ha": -5148.38412,
  "e_above_lowest_kcal_mol": 63.9,
  "e_lumo_ev": [-4.94, -4.90],
  "orbital_gap_ev": [4.86, 4.95]
}



Record 2
{
  "formula": "C32H26ClF6N3O6PS2Ti",
  "method": "the ωB97M-V functional and the def2-TZVPD basis",
  "elements": ["H", "H", "N", "F", "C", "H", "H", "H", "P", "C", "N", "C", "C", "C", "O", "H", "C", "C", "F", "H", "O", "N", "C", "S", "H", "Ti", "O", "C", "C", "H", "C", "H", "C", "H", "H", "H", "C", "C", "F", "C", "H", "O", "H", "C", "C", "O", "O", "Cl", "C", "C", "C", "H", "H", "C", "H", "F", "H", "C", "C", "C", "C", "H", "H", "S", "C", "H", "H", "C", "C", "C", "H", "C", "C", "F", "F", "H", "C", "H"],
  "coordinates": [[2.790, 5.358, -3.780], [2.569, -1.911, 0.321], [-1.361, -2.368, -2.477], [-4.090, 0.252, -2.453], [2.335, 5.644, -2.829], [8.033, 1.570, -0.673], [-2.920, 3.754, 5.268], [-0.915, 2.727, 6.320], [0.480, 0.223, 2.319], [-2.281, 3.091, 4.701], [0.805, 2.111, -0.937], [0.990, -1.582, 4.457], [4.425, 0.799, 3.313], [3.182, 0.205, 3.143], [3.370, 6.236, -2.071], [3.711, 3.565, -1.816], [3.525, 2.904, 2.599], [3.121, -1.018, 0.057], [2.487, -2.660, -2.829], [-1.302, -4.269, 2.895], [7.074, 1.547, -0.612], [2.388, 0.050, -0.282], [0.414, 4.206, -2.004], [0.045, -2.840, -1.946], [3.067, -0.851, 3.355], [0.202, 0.055, -0.358], [0.379, -2.159, -0.685], [5.157, 0.189, -0.273], [-0.638, 1.362, 3.214], [0.518, 1.247, 5.018], [3.014, 1.184, -0.632], [1.529, 6.349, -3.050], [-3.587, -0.946, -2.724], [-0.953, -2.139, 1.729], [5.571, 2.607, 3.177], [6.989, 0.003, 0.776], [0.795, -2.788, 5.105], [4.602, 2.146, 3.041], [1.353, -0.844, -3.120], [4.399, 1.291, -0.635], [5.255, 0.201, 3.668], [-2.171, -1.027, -0.462], [-3.442, 3.254, 2.897], [4.498, -0.991, 0.067], [0.361, -1.334, 3.235], [0.230, -4.241, -2.011], [-1.176, 0.151, -2.292], [-2.241, 1.684, 0.988], [1.291, -2.180, -3.151], [1.778, 4.410, -2.159], [2.649, 3.430, -1.692], [1.289, -2.974, 6.049], [5.042, -1.884, 0.347], [6.656, 0.255, -0.239], [-1.084, 2.829, -1.291], [-3.451, -1.089, -4.026], [-0.180, -4.698, 5.058], [-1.162, 2.514, 5.289], [2.096, 0.960, 2.714], [2.132, 2.299, -1.079], [-2.579, 2.817, 3.379], [-0.309, 4.927, -2.360], [1.451, 2.926, 2.102], [-1.938, -1.030, -1.889], [-0.032, -3.757, 4.547], [2.986, 6.699, -1.319], [1.646, -0.846, 4.899], [-0.658, -3.520, 3.335], [-0.360, 1.671, 4.551], [-0.459, -2.314, 2.677], [3.650, 3.957, 2.386], [-1.756, 1.960, 2.655], [-0.030, 3.039, -1.404], [-4.372, -1.881, -2.231], [0.973, -2.568, -4.373], [7.055, -0.510, -0.917], [2.282, 2.316, 2.439], [4.900, 2.207, -0.898]],
  "total_charge": 1,
  "energy_ha": -4897.20765,
  "multiplicity": 3,
  "e_above_lowest_kcal_mol": 0.9,
  "e_lumo_ev": [-3.07, -3.29],
  "orbital_gap_ev": [7.11, 8.32]
}



Record 3
{
  "formula": "C32H26ClF6N3O6PS2Ti",
  "method": "the ωB97M-V functional and the def2-TZVPD basis",
  "elements": ["C", "O", "Ti", "H", "P", "C", "F", "H", "H", "C", "H", "C", "C", "C", "C", "F", "C", "H", "C", "H", "Cl", "H", "C", "H", "H", "C", "H", "S", "H", "C", "H", "C", "F", "H", "F", "H", "C", "C", "H", "H", "C", "C", "O", "O", "O", "C", "O", "F", "S", "H", "C", "C", "H", "N", "C", "H", "H", "C", "C", "C", "C", "C", "O", "C", "H", "C", "C", "C", "C", "C", "F", "N", "H", "H", "N", "H", "H", "H"],
  "coordinates": [[1.261, 3.042, 4.130], [3.324, 1.913, -0.353], [0.425, 0.323, 0.181], [2.261, -4.212, 2.072], [-0.179, -1.772, -1.472], [1.938, -5.267, -1.137], [1.215, 5.093, -1.047], [0.859, -4.228, -2.669], [-4.994, -4.354, -3.003], [2.341, -5.260, 0.191], [3.352, 2.709, 3.708], [1.966, -4.224, 1.032], [1.169, -4.227, -1.631], [-0.213, 1.810, 2.708], [-1.711, -2.573, -2.018], [5.896, 0.410, -0.676], [-2.731, 1.818, 2.787], [2.566, -2.076, -2.346], [1.507, 4.020, 5.241], [2.225, -6.081, -1.788], [0.684, -1.947, 1.646], [-2.353, -2.876, 0.018], [-3.911, 0.559, 1.143], [-5.588, 1.027, 3.530], [2.026, 4.889, 4.819], [0.727, -1.145, -2.903], [-4.822, 0.213, 0.673], [3.312, 0.645, -1.037], [3.866, -0.714, -3.964], [2.079, -1.320, -2.947], [2.878, 1.145, 1.853], [-3.940, 1.399, 2.249], [4.710, -0.349, 0.971], [-4.443, -4.015, -0.616], [-0.910, 4.757, -0.768], [-6.005, 1.945, 2.091], [4.784, -0.238, -0.363], [-2.593, -3.019, -1.032], [2.836, 1.124, -5.274], [-2.740, 2.477, 3.642], [2.235, 0.521, -4.606], [-5.247, 1.829, 2.871], [0.154, 1.647, -1.044], [-5.126, 2.981, 3.672], [0.275, 4.381, 5.822], [2.955, -0.272, -3.554], [-0.867, 3.008, -2.824], [4.840, -1.472, -0.881], [0.377, 2.826, -2.097], [-3.437, -3.571, -4.753], [-3.768, -3.662, -1.384], [2.329, 2.471, 3.451], [2.179, 3.556, 5.972], [3.371, 0.718, -2.522], [2.075, 1.594, 2.420], [-5.169, 3.766, 3.117], [-1.336, -2.448, -4.133], [-2.019, -2.775, -3.360], [0.793, -3.160, -0.815], [0.108, -0.150, -3.702], [-2.691, 0.174, 0.627], [0.883, 0.593, -4.624], [2.260, -0.278, -0.433], [0.287, 4.184, -0.758], [-0.864, 3.131, 4.276], [-4.075, -3.855, -2.726], [-1.547, 1.396, 2.213], [-0.030, 2.694, 3.751], [1.196, -3.201, 0.511], [-3.202, -3.414, -3.709], [0.524, 3.718, 0.480], [0.828, 1.269, 2.049], [-0.954, 0.043, -3.619], [0.380, 1.254, -5.317], [-1.528, 0.575, 1.147], [2.947, -6.067, 0.582], [0.424, 5.042, 6.504], [-2.634, -0.468, -0.244]],
  "total_charge": 1,
  "energy_ha": -4897.17059,
  "multiplicity": 3,
  "e_above_lowest_kcal_mol": 24.1,
  "e_lumo_ev": [-3.65, -3.59],
  "orbital_gap_ev": [6.13, 7.75]
}